{
  "formula": "C6H22O4",
  "method": "wB97M-V/def2-TZVPD",
  "homo_lumo_gap_ev": [11.442, 4.699],
  "lumo_energy_ev": [-2.717, -9.451],
  "multiplicity": 2,
  "relative_energy_kcal_mol": 0.0,
  "max_force_ev_per_a": 3.53,
  "total_charge": 1,
  "symbols": ["C", "C", "C", "C", "C", "C", "H", "H", "H", "H", "H", "H", "H", "H", "H", "H", "H", "H", "H", "H", "H", "H", "O", "H", "H", "O", "H", "H", "O", "H", "H", "O"],
  "positions_angstrom": [[1.58982, 1.56683, -1.46245], [0.58611, 0.44570, -1.09814], [0.34378, 0.73112, 0.37924], [-0.46899, 1.99990, 0.69749], [-0.19175, -0.58956, 1.08816], [-0.12996, -0.56734, 2.55961], [2.24915, 1.21680, -2.24485], [1.13588, 2.50429, -1.86539], [2.23886, 1.90502, -0.66721], [1.11956, -0.46535, -1.24394], [-0.37762, 0.45257, -1.62587], [1.21762, 0.93236, 0.98347], [-0.05132, 2.99101, 0.52570], [-0.77771, 1.92571, 1.73166], [-1.34457, 2.03757, 0.00750], [-1.19509, -0.78188, 0.54591], [0.43835, -1.48344, 0.74345], [-0.94567, -0.09107, 3.17366], [-0.06204, -1.57371, 2.97726], [0.77616, -0.09372, 2.95436], [1.98122, -3.16078, 0.92389], [2.89070, -2.01469, 0.70985], [2.70579, -2.69310, 1.37429], [-0.31782, -3.44595, -0.11060], [0.67394, -3.88434, -1.24984], [0.60522, -3.59580, -0.33554], [-0.60628, 2.75784, -3.18499], [-0.77420, 3.84271, -2.10387], [-1.07428, 2.95956, -2.36795], [-3.59044, 1.04175, -0.43597], [-3.35095, -0.14861, 0.41773], [-3.75463, 0.08919, -0.42859]],
  "forces_ev_per_a": [[-0.4, 1.4, -0.9], [-0.5, 0.6, 0.1], [-0.8, 2.6, 0.2], [-1.3, -0.7, -1.6], [0.0, -3.1, -1.7], [-0.5, 0.6, 2.4], [0.3, -0.6, -0.2], [-0.2, -0.9, 0.7], [0.3, -0.2, 0.5], [0.0, -1.0, 0.0], [0.5, 0.2, -0.1], [0.8, -0.6, 0.5], [0.7, -0.2, 0.2], [0.0, 0.1, 0.3], [0.3, -0.2, 0.6], [1.2, 0.7, 0.7], [-0.8, 1.3, 0.4], [0.4, 0.0, -1.2], [0.1, -0.3, -0.4], [0.1, -0.1, -0.2], [0.2, -0.3, 0.2], [0.4, -0.1, 0.3], [-0.6, 0.4, -0.5], [-0.1, -0.4, -0.4], [-0.3, -0.1, 0.0], [0.2, 0.4, 0.3], [-0.2, 0.2, -0.1], [-0.2, -0.2, -0.3], [0.1, 0.2, 0.3], [-0.3, 0.0, -0.4], [-0.4, -0.3, -0.1], [0.7, 0.3, 0.5]]
}